A structure of composition C15H22CoN6O2S2. Source: the OMol25 dataset; level of theory: wB97M-V/def2-TZVPD.

- <S²> = 0.756
- lowest unoccupied orbital energy (alpha / beta) (eV) = 0.17 / 0.19
- spin multiplicity = 2
- ΔE to the lowest compared entry with this formula, charge and spin (kcal per mole) = 0.00

Geometry as XYZ:
```
48
C15H22CoN6O2S2, DFT wB97M-V/def2-TZVPD
Co 0.369 0.215 1.676
C 1.225 -3.378 -0.544
C 1.175 -2.013 0.066
N 0.408 -1.693 1.054
N -0.376 -2.663 1.581
C -1.180 -2.262 2.559
N -1.947 -3.261 3.067
S -1.368 -0.697 3.237
C 2.025 -0.938 -0.493
C 2.862 -1.148 -1.584
C 3.607 -0.086 -2.071
C 3.497 1.154 -1.469
C 2.640 1.280 -0.386
N 1.936 0.264 0.093
H 0.544 -4.040 -0.021
H 2.236 -3.789 -0.493
H 0.941 -3.332 -1.598
H -1.970 -4.138 2.576
H -2.697 -3.013 3.685
H 2.921 -2.121 -2.049
H 4.259 -0.228 -2.924
H 4.048 2.011 -1.829
H 2.489 2.231 0.112
O -0.952 0.586 0.314
N -1.684 1.687 0.525
C -2.867 1.756 -0.120
C -3.657 2.866 -0.026
C -3.213 3.933 0.761
C -2.018 3.832 1.425
C -1.223 2.678 1.327
S 0.262 2.461 2.151
H -3.106 0.872 -0.689
H -4.600 2.894 -0.550
H -3.813 4.828 0.857
H -1.652 4.631 2.054
N 1.747 -0.155 3.101
H 1.395 0.232 3.971
H 2.668 0.226 2.918
H 1.831 -1.157 3.232
C -0.828 -0.955 -2.959
C -0.888 0.556 -3.108
O 0.046 1.217 -2.273
H -1.546 -1.444 -3.620
H -1.055 -1.243 -1.929
H 0.173 -1.315 -3.206
H -1.907 0.911 -2.908
H -0.647 0.847 -4.133
H -0.112 0.903 -1.363
```

Mulliken population analysis, charges in e, atoms 1 to 8:
1. Co -0.216
2. C -1.660
3. C 0.691
4. N 1.297
5. N -1.639
6. C 0.403
7. N -0.416
8. S -0.481